This record from OMol25 describes a structure of composition C53H48BF4KN7OP2 in a non-equilibrium geometry. The level of theory is ωB97M-V/def2-TZVPD.

Each line ends with the Löwdin charge.
CARTESIAN COORDINATES (ANGSTROEM)
1 K -10.52201 -4.92494 21.46495  0.634
2 C -13.43968 -8.53161 23.88041  -0.124
3 C -12.42524 -7.82753 23.26829  -0.090
4 N -12.47785 -6.51317 23.04550  0.146
5 C -13.50928 -5.92851 23.57697  -0.237
6 C -14.40016 -6.60070 24.40967  -0.084
7 N -14.42738 -7.90531 24.48933  0.084
8 C -13.56140 -4.47820 23.44712  -0.174
9 C -14.77403 -3.76340 23.22571  0.059
10 C -14.71468 -2.40839 23.07014  -0.156
11 C -13.52567 -1.71791 23.25325  0.057
12 C -12.41423 -2.49952 23.55292  -0.241
13 N -12.40416 -3.80629 23.54213  0.175
14 C -11.07270 -1.88254 23.63845  -0.205
15 C -10.93834 -0.64190 24.28952  -0.097
16 N -9.80520 -0.04385 24.51646  0.075
17 C -8.72466 -0.66473 24.06025  -0.124
18 C -8.81032 -1.82998 23.28829  -0.062
19 N -9.99577 -2.51164 23.16873  0.138
20 C -15.97288 -1.68824 22.59881  -0.165
21 C -16.12134 -1.41757 21.26747  0.010
22 C -17.42111 -1.07949 20.86565  -0.126
23 N -18.47286 -0.92847 21.67268  0.039
24 C -18.27291 -1.12068 22.97407  -0.155
25 C -17.05411 -1.56635 23.49312  -0.006
26 H -13.40062 -9.60452 23.78868  0.104
27 H -11.49832 -8.30111 22.97436  0.100
28 H -15.18263 -6.06609 24.94994  0.121
29 H -15.58771 -4.39578 22.91545  0.129
30 H -13.57759 -0.65484 23.03237  0.139
31 H -11.86081 -0.18912 24.71378  0.123
32 H -7.72257 -0.23125 24.17743  0.107
33 H -8.06637 -2.31153 22.69212  0.088
34 H -15.34572 -1.35256 20.58102  0.085
35 H -17.60685 -0.84180 19.80588  0.111
36 H -19.17410 -1.00061 23.59805  0.105
37 H -16.97029 -1.83374 24.49952  0.091
38 C -7.50789 -6.72870 18.34020  -0.335
39 N -7.58355 -5.71425 17.29547  -0.163
40 C -7.23548 -4.36361 17.68521  -0.363
41 P -8.57061 -3.43897 18.53099  1.127
42 C -9.21498 -2.70734 16.94756  -0.355
43 C -10.47090 -3.11799 16.55821  -0.084
44 C -10.90035 -2.76035 15.28862  -0.109
45 C -10.26406 -1.88325 14.51882  -0.110
46 C -8.97721 -1.45104 14.90958  -0.107
47 C -8.44076 -1.86964 16.08607  -0.117
48 C -7.71561 -1.93175 19.28327  -0.337
49 C -6.35993 -1.97058 19.65190  -0.089
50 C -5.82160 -0.92201 20.38359  -0.098
51 C -6.63130 0.12971 20.71812  -0.118
52 C -7.98335 0.09625 20.42613  -0.095
53 C -8.58255 -0.92837 19.68353  -0.079
54 C -7.40667 -6.10929 15.94830  -0.225
55 C -7.19716 -7.43589 15.65741  -0.016
56 C -7.09130 -7.78423 14.26211  -0.074
57 C -7.07534 -6.84397 13.24997  -0.119
58 C -7.21663 -5.51387 13.60719  -0.087
59 C -7.40300 -5.12211 14.93290  -0.009
60 P -8.08227 -6.30499 20.08157  1.041
61 C -7.89185 -8.03808 20.70658  -0.360
62 C -6.64975 -8.62150 20.97064  -0.086
63 C -6.51012 -9.95333 21.35578  -0.076
64 C -7.68619 -10.71474 21.51145  -0.109
65 C -8.92597 -10.17469 21.22548  -0.109
66 C -9.03115 -8.84617 20.83594  -0.102
67 C -6.54686 -5.53822 20.71569  -0.345
68 C -5.26344 -5.31090 20.11934  -0.099
69 C -4.24200 -4.61431 20.80947  -0.073
70 C -4.56644 -4.04550 22.04950  -0.110
71 C -5.80737 -4.20668 22.59766  -0.095
72 C -6.81905 -4.91889 21.95946  -0.105
73 H -6.49703 -7.21005 18.34004  0.100
74 H -8.22229 -7.50972 18.03710  0.086
75 H -6.87263 -3.88750 16.76237  0.076
76 H -6.35044 -4.36870 18.30142  0.041
77 H -11.13186 -3.68945 17.20168  0.098
78 H -11.80299 -3.20104 14.93167  0.100
79 H -10.73661 -1.66695 13.55105  0.107
80 H -8.59393 -0.60681 14.27246  0.114
81 H -7.40763 -1.55798 16.37789  0.124
82 H -5.73481 -2.76518 19.31150  0.071
83 H -4.75420 -0.92684 20.63945  0.108
84 H -6.26792 0.97375 21.28497  0.097
85 H -8.62975 0.92778 20.66286  0.101
86 H -9.65148 -0.98570 19.43136  0.104
87 H -7.20660 -8.19258 16.43902  0.092
88 H -6.98128 -8.77342 13.92410  0.076
89 H -6.98860 -7.12197 12.25491  0.072
90 H -7.26015 -4.73443 12.90005  0.085
91 H -7.62116 -4.06977 15.19790  0.086
92 H -5.77070 -7.98785 20.94672  0.095
93 H -5.57429 -10.40478 21.62858  0.089
94 H -7.59702 -11.76200 21.78102  0.092
95 H -9.74976 -10.78864 21.52842  0.090
96 H -9.99360 -8.26329 20.74087  0.112
97 H -5.15765 -5.71167 19.15932  0.069
98 H -3.26062 -4.47905 20.38792  0.093
99 H -3.85044 -3.48407 22.61788  0.094
100 H -6.08821 -3.75452 23.56444  0.100
101 H -7.82376 -5.09488 22.36303  0.050
102 C -8.89472 -7.90834 24.70941  -0.090
103 C -8.42104 -6.68522 23.89283  -0.634
104 C -8.39666 -5.48463 24.89009  -0.060
105 O -9.11860 -6.46414 22.73308  -0.470
106 H -8.23370 -8.16176 25.57550  0.070
107 H -9.00477 -8.82184 24.05367  0.069
108 H -9.93734 -7.78162 25.10994  0.069
109 H -7.35229 -6.91573 23.70788  0.114
110 H -9.46597 -5.06371 24.91729  0.103
111 H -7.68566 -4.71199 24.72792  0.023
112 H -8.10556 -5.97511 25.79165  0.042
113 F -11.81424 -2.50610 20.91287  0.069
114 B -12.27006 -2.59718 19.57568  -1.291
115 F -12.02778 -3.95350 19.26031  0.046
116 F -13.65218 -2.36411 19.55063  0.111
117 F -11.60226 -1.70017 18.75493  0.129

Summary:
lowest unoccupied orbital energy: 1.95 eV
relative energy (zero: lowest compared OMol25 entry of this formula, charge and spin): 155.1 kJ/mol
charge: -1
HOMO-LUMO gap: 6.79 eV
F_max: 2.95 eV/A